#i
A cluster of 2 separate species, C2H4O2 in total. Source: the Open Molecules 2025 dataset; level of theory: ωB97M-V/def2-TZVPD.

Each line ends with the natural charge from an NBO analysis.
Geometry (Å):
O1 -1.396 0.355 -6.195  -0.50
C1 -2.307 0.205 -5.348  0.25
H1 -2.729 1.094 -4.821  0.12
H2 -2.636 -0.797 -4.986  0.12
O2 2.917 0.441 6.094  -0.49
C2 2.270 -0.229 5.335  0.27
H3 1.215 0.060 5.114  0.10
H4 2.667 -1.129 4.808  0.11

Values from the calculation:
LUMO = 0.5 eV
net charge = 0
highest occupied orbital energy = -10.30 eV
frontier orbital gap = 0.397 hartree
structure (SMILES) = C=O.C=O
2S+1 = 1

#ii
A cluster of 2 separate species, C2H4O2 in total. Source: the Open Molecules 2025 dataset; level of theory: ωB97M-V/def2-TZVPD.

Each line ends with the natural charge from an NBO analysis.
Geometry (Å):
O1 4.484 2.588 1.752  -0.49
C1 3.779 1.893 2.474  0.26
H1 2.666 1.887 2.404  0.11
H2 4.242 1.168 3.185  0.11
O2 2.677 -6.349 -0.369  -0.49
C2 1.846 -5.495 -0.175  0.27
H3 1.338 -4.992 -1.032  0.11
H4 1.696 -5.043 0.835  0.11

Values from the calculation:
LUMO = 0.7 eV
net charge = 0
highest occupied orbital energy = -10.34 eV
frontier orbital gap = 0.404 hartree
structure (SMILES) = C=O.C=O
2S+1 = 1

#iii
A cluster of 2 separate species, C2H4O2 in total. Source: the Open Molecules 2025 dataset; level of theory: ωB97M-V/def2-TZVPD.

Each line ends with the natural charge from an NBO analysis.
Geometry (Å):
O1 1.206 1.005 -0.011  -0.49
C1 0.562 1.763 -0.794  0.24
H1 -0.037 2.604 -0.368  0.12
H2 0.659 1.728 -1.905  0.13
O2 0.527 -1.948 1.177  -0.48
C2 -0.604 -1.787 0.739  0.26
H3 -0.895 -0.841 0.224  0.11
H4 -1.419 -2.523 0.939  0.11

Values from the calculation:
LUMO = 0.3 eV
net charge = 0
highest occupied orbital energy = -10.02 eV
frontier orbital gap = 0.380 hartree
structure (SMILES) = C=O.C=O
2S+1 = 1

Which of them is the most stable, and which is the least stable? #ii and #iii, in that order.

#i
A cluster of 2 separate species, C2H4O2 in total. Source: the Open Molecules 2025 dataset; level of theory: ωB97M-V/def2-TZVPD.

Each line ends with the natural charge from an NBO analysis.
Geometry (Å):
O1 -4.159 2.787 1.030  -0.50
C1 -3.858 2.061 0.061  0.26
H1 -4.044 2.410 -0.982  0.12
H2 -3.501 1.010 0.183  0.12
O2 2.894 -1.440 0.118  -0.49
C2 3.920 -2.047 -0.049  0.27
H3 4.971 -1.725 0.141  0.12
H4 3.777 -3.057 -0.502  0.10

Values from the calculation:
LUMO = 0.7 eV
net charge = 0
highest occupied orbital energy = -10.28 eV
frontier orbital gap = 0.402 hartree
structure (SMILES) = C=O.C=O
2S+1 = 1

#ii
An isolated molecule of C2H4O2. Source: the Open Molecules 2025 dataset; level of theory: ωB97M-V/def2-TZVPD.

Each line ends with the natural charge from an NBO analysis.
Geometry (Å):
C1 -0.695 -0.115 0.696  -0.17
C2 0.573 -0.730 0.103  0.42
H1 -0.253 1.144 -0.796  0.49
H2 -1.568 -0.844 0.577  0.20
H3 -0.432 0.192 1.760  0.20
H4 0.790 -1.866 0.274  0.11
O1 -0.955 1.030 -0.079  -0.73
O2 1.230 -0.225 -0.747  -0.53

Values from the calculation:
LUMO = 1.0 eV
net charge = 0
highest occupied orbital energy = -10.42 eV
frontier orbital gap = 0.419 hartree
structure (SMILES) = O=CCO
2S+1 = 1

Which of them is the most stable, and which is the least stable? #ii and #i, in that order.

#i
An isolated molecule of CH4NOPS. Source: the Open Molecules 2025 dataset; level of theory: ωB97M-V/def2-TZVPD.

Each line ends with the natural charge from an NBO analysis.
Geometry (Å):
C1 -0.543 -0.668 -0.688  -0.42
N1 0.777 1.240 -0.003  -0.45
O1 0.521 0.420 -1.078  -0.41
P1 -0.507 -0.918 1.159  0.37
S1 1.265 0.205 1.309  0.09
H1 -1.580 -0.329 -0.792  0.23
H2 0.015 -1.554 -1.111  0.25
H3 1.717 1.653 -0.362  0.37
H4 -1.665 -0.049 1.567  -0.03

Values from the calculation:
LUMO = 0.6 eV
net charge = 0
highest occupied orbital energy = -8.83 eV
frontier orbital gap = 0.347 hartree
structure (SMILES) = C1ONSP1
2S+1 = 1

#ii
A structure of composition CH4NOPS. Source: the Open Molecules 2025 dataset; level of theory: ωB97M-V/def2-TZVPD.

Each line ends with the natural charge from an NBO analysis.
Geometry (Å):
C1 -0.483 -0.965 0.189  -0.35
N1 0.433 1.426 0.032  -1.13
O1 0.601 -0.793 1.091  -0.67
P1 -0.766 0.665 -0.869  0.73
S1 1.637 0.288 0.479  0.68
H1 -0.389 -1.868 -0.580  0.19
H2 -1.412 -1.119 0.651  0.19
H3 0.275 2.192 0.797  0.42
H4 0.103 0.174 -1.791  -0.07

Values from the calculation:
LUMO = 0.7 eV
net charge = 0
highest occupied orbital energy = -8.52 eV
frontier orbital gap = 0.339 hartree
2S+1 = 1

#iii
An isolated molecule of CH4NOPS. Source: the Open Molecules 2025 dataset; level of theory: ωB97M-V/def2-TZVPD.

Each line ends with the natural charge from an NBO analysis.
Geometry (Å):
C1 0.008 1.022 0.262  -0.32
N1 -0.923 -1.350 0.422  -1.10
O1 -1.317 1.045 0.396  -0.66
P1 0.658 -0.808 0.184  0.72
S1 -2.157 -0.217 -0.165  0.67
H1 0.533 1.556 -0.640  0.18
H2 0.525 1.602 1.084  0.21
H3 -1.127 -2.298 0.236  0.41
H4 0.740 -0.902 -1.256  -0.10

Values from the calculation:
LUMO = 0.4 eV
net charge = 0
highest occupied orbital energy = -8.25 eV
frontier orbital gap = 0.319 hartree
structure (SMILES) = C1OSNP1
2S+1 = 1

Which of them is the most stable, and which is the least stable? #ii and #i, in that order.